(1)
ORCA calculation (ωB97M-V/def2-TZVPD) on 2 unconnected molecules or ions with the total composition C5H8O.

Its HOMO energy (alpha / beta) is -0.27875 / -0.27877 hartree. The calculation puts the LUMO energy (alpha / beta) at -0.004 / -0.003 hartree. The HOMO-LUMO gap (alpha / beta) comes out at 7.49 / 7.49 eV. The molar mass is 84.1 Da.

Geometry as XYZ:
```
14
C5H8O, DFT ωB97M-V/def2-TZVPD
C 0.15441 1.21906 -0.19815
C -0.58385 0.38110 -1.09608
C -0.13524 -1.09629 -0.74131
C -0.12754 -1.32093 0.56968
C -0.51462 -0.18580 1.50611
O 0.19651 0.99887 1.07978
H 2.12527 0.09610 -1.29481
H 0.86539 1.98116 -0.51470
H -1.65200 0.36170 -0.84456
H -0.44250 0.66206 -2.13939
H 1.74681 -0.56154 -1.31917
H 0.20879 -2.25251 1.01745
H -0.25449 -0.31832 2.55653
H -1.58694 0.03533 1.41862
```

---

(2)
ORCA calculation (ωB97M-V/def2-TZVPD) on a molecular structure, C17H19Cl2N3Ti.

Its HOMO energy (alpha / beta) is -0.24017 / -0.24011 hartree. The calculation puts the LUMO energy (alpha / beta) at -0.039 / -0.039 hartree. The HOMO-LUMO gap (alpha / beta) comes out at 5.48 / 5.47 eV. The molar mass is 384.1 Da.

Geometry as XYZ:
```
42
C17H19Cl2N3Ti, DFT ωB97M-V/def2-TZVPD
Ti 1.17130 0.28527 -1.40621
Cl 3.18757 0.08598 -2.26801
Cl -0.31421 -1.01727 -2.34073
C -3.63016 1.67934 -1.46583
H -3.87678 1.13013 -0.59557
H -3.65916 1.06628 -2.39796
C -0.14672 1.68157 -1.48479
C -3.04533 2.92790 -1.48624
H -0.54042 1.90932 -0.53342
C -2.70723 3.69975 -2.74813
H -2.34578 3.20878 -0.70774
C -1.85853 3.19657 -3.90543
H -3.71277 3.69716 -3.15503
H -2.45301 4.74883 -2.49587
C -0.32333 3.17385 -3.68621
H -2.18841 2.20673 -4.24957
H -2.04633 3.87359 -4.76000
C 0.22174 2.83772 -2.30407
H 0.09302 2.43599 -4.37428
H 0.06003 4.16953 -3.95039
H 1.29582 2.58924 -2.39602
H 0.08364 3.71917 -1.66267
N 2.88480 -7.38829 4.28573
C 2.60931 -6.28340 4.01346
C 2.26953 -4.93041 3.68791
C 3.10316 -4.17653 2.84650
C 2.67966 -2.93278 2.40212
C 1.42453 -2.44398 2.80589
C 0.67323 -3.11416 3.77805
C 1.07990 -4.37837 4.19501
N 0.90937 -1.30356 2.15331
C -0.26892 -0.61377 2.48259
C -0.46294 0.30224 1.49446
N 0.59717 0.18873 0.56154
C 1.42343 -0.74341 1.05187
H 4.06819 -4.58182 2.51781
H 3.32555 -2.35510 1.73968
H -0.24823 -2.67810 4.17597
H 0.46160 -4.95812 4.89357
H -0.83027 -0.82260 3.37948
H -1.29493 0.96665 1.35636
H 2.33093 -1.05865 0.55287
```

---

(3)
ORCA calculation (ωB97M-V/def2-TZVPD) on 12 unconnected molecules or ions with the total composition H24O12.

Its HOMO energy is -0.38223 hartree. The SMILES is O.O.O.O.O.O.O.O.O.O.O.O. The calculation puts the LUMO energy at -0.007 hartree. The HOMO-LUMO gap comes out at 10.21 eV. The molar mass is 216.2 Da.

Geometry as XYZ:
```
36
H24O12, DFT ωB97M-V/def2-TZVPD
O 2.35700 0.01505 -2.25095
H 2.46142 0.62951 -2.98710
H 2.31862 0.57688 -1.46023
O 1.99477 1.36974 3.41475
H 1.16769 0.91085 3.21707
H 1.92226 2.22479 2.97600
O 0.27431 -1.78729 -2.09556
H 0.86509 -0.99508 -2.12429
H 0.76939 -2.43128 -1.57442
O -2.10993 0.32538 -1.89345
H -2.92129 0.40321 -1.35934
H -2.01986 -0.62343 -2.09954
O 0.40986 -0.50386 -0.11279
H -0.01424 0.15661 0.45966
H -0.18184 -0.56840 -0.87963
O -3.27823 0.87797 0.49520
H -2.39158 0.80373 0.86891
H -3.87243 0.48780 1.14647
O -1.29701 -0.48396 3.32607
H -1.31847 0.11816 2.56907
H -2.21346 -0.73783 3.48206
O -0.63269 1.65000 1.56784
H -0.71692 2.09765 2.42368
H -0.47134 2.36369 0.92864
O -0.37845 2.43008 -2.03497
H -0.69630 2.92317 -2.79664
H -1.02271 1.68251 -1.92995
O 3.73714 0.17566 0.19411
H 4.48678 0.77834 0.25146
H 3.05677 0.57385 0.74945
O -2.37879 -2.47307 -1.55996
H -1.44969 -2.62216 -1.31758
H -2.61651 -3.22014 -2.12006
O 2.25001 -2.35946 1.18477
H 1.71239 -1.66458 0.76204
H 2.19825 -3.10405 0.57920
```

---

(4)
ORCA calculation (ωB97M-V/def2-TZVPD) on 3 unconnected molecules or ions with the total composition C5H9O3.

Its HOMO energy is -0.16653 hartree. The calculation puts the LUMO energy at 0.039 hartree. As for the charge: -1. The HOMO-LUMO gap comes out at 5.60 eV. The molar mass is 117.1 Da.

Geometry as XYZ:
```
17
C5H9O3, DFT ωB97M-V/def2-TZVPD
O 2.52137 1.29210 -1.33190
C 1.45074 0.66079 -1.60534
O -1.09884 2.23548 0.96119
C 0.42191 0.59193 -0.31027
C -0.77282 -0.10275 -0.55246
C -1.70124 -0.54818 0.79409
C -1.34822 -1.28824 -0.33978
O 0.50074 -2.33002 0.89474
H 0.14290 1.66734 -0.04691
H 1.51757 -0.41182 -1.89040
H -1.21783 -0.94016 1.71218
H 1.21940 -2.96232 0.97480
H -0.81477 2.47903 1.84841
H 0.78514 1.15247 -2.36596
H -1.76993 0.56066 0.98237
H -0.81350 -2.27180 -0.28983
H 0.97737 0.21548 0.56507
```